Record 1
Density functional theory data (wB97M-V/def2-TZVPD) for a structure of composition C33H29N6O3S2SiV at a distorted geometry.

Structure (XYZ):
```
75
Properties=species:S:1:pos:R:3:forces:R:3:mulliken_spin:R:1
V -0.60070 -0.42532 -0.01075 -0.3 1.1 -0.1 0.95
N 2.68759 -8.05856 0.49966 0.0 0.0 0.0 0.00
C 2.33974 -6.70813 0.39306 0.0 0.0 0.0 0.00
C 1.77771 -6.03454 1.47521 0.0 0.0 0.0 0.00
C 1.46601 -4.68818 1.37908 0.0 0.0 0.0 0.00
C 1.72282 -4.00351 0.20263 -0.1 -0.2 0.0 0.00
C 2.27815 -4.66504 -0.88446 0.0 0.0 0.0 0.00
C 2.58983 -6.00672 -0.78798 0.0 0.0 0.0 0.00
S 1.33670 -2.29644 0.04686 -0.6 0.6 0.0 0.00
O 0.39658 -2.00109 1.17055 0.5 -0.1 -0.2 0.00
O 2.57075 -1.56345 0.05354 0.1 -0.2 -0.1 0.00
N 0.52622 -2.04614 -1.29938 -0.3 -0.4 0.5 0.00
C -0.73412 -2.68424 -1.32696 0.8 0.7 0.2 0.02
N -1.70424 -1.89834 -0.79900 -0.6 -1.3 -0.5 -0.03
C -2.94060 -2.39425 -0.75254 0.4 0.3 -0.1 0.05
C -3.20669 -3.65167 -1.26992 -0.2 -0.1 0.0 -0.01
C -2.15235 -4.36706 -1.80345 0.4 0.4 0.1 0.03
N -0.89579 -3.88841 -1.82509 -0.5 -0.6 -0.2 -0.01
H 2.16998 -8.56930 1.19676 0.0 0.0 0.0 0.00
H 2.72058 -8.55197 -0.37774 0.0 0.0 0.0 0.00
H 1.57468 -6.57008 2.39572 0.0 0.0 0.0 0.00
H 1.01164 -4.16640 2.21077 0.0 0.0 0.0 0.00
H 2.44407 -4.13010 -1.81055 0.0 0.0 0.0 0.00
H 3.01855 -6.52500 -1.63813 0.0 0.0 0.0 0.00
H -3.68930 -1.76075 -0.29452 0.0 0.0 0.0 0.00
H -4.20864 -4.05624 -1.24705 0.0 0.0 0.0 0.00
H -2.30037 -5.35539 -2.22207 0.0 0.0 0.0 0.00
C -3.39274 -0.90978 6.18921 0.0 0.0 0.0 0.00
C -2.33446 -0.49982 5.20503 0.0 0.0 0.0 0.00
C -0.99358 -0.42863 5.55922 0.0 0.0 0.0 0.00
C -0.11921 -0.03721 4.55519 0.0 0.0 0.0 0.00
N -0.50904 0.25064 3.32643 0.1 -0.1 0.1 0.00
C -1.82528 0.12825 3.06381 -0.1 0.2 -0.4 0.00
S -2.36958 0.46059 1.43135 0.2 -0.4 0.6 -0.01
N -2.74967 -0.22804 3.97188 0.0 0.0 0.2 0.00
H -3.03266 -0.85924 7.21708 0.0 0.0 0.0 0.00
H -3.70692 -1.93534 5.98314 0.0 0.0 0.0 0.00
H -4.26978 -0.27370 6.07878 0.0 0.0 0.0 0.00
H -0.65154 -0.65362 6.56017 0.0 0.0 0.0 0.00
H 0.94660 0.05481 4.75055 0.0 0.0 0.0 0.00
O -0.88695 1.01348 -1.27621 0.4 0.2 0.0 0.02
Si -0.17858 2.44108 -1.49782 0.1 -0.5 0.1 -0.01
C -1.23109 3.94338 -1.09494 -0.2 0.0 -0.1 0.00
C -0.99230 5.18156 -1.69646 0.0 0.0 0.0 0.00
C -1.69896 6.31653 -1.32095 0.0 0.0 0.0 0.00
C -2.66998 6.23135 -0.33303 0.0 0.0 0.0 0.00
C -2.92602 5.00935 0.27388 0.0 0.0 0.0 0.00
C -2.21215 3.87960 -0.10248 0.0 0.0 0.0 0.00
C 0.40017 2.64996 -3.28191 0.0 0.1 0.0 0.00
C -0.51625 2.96933 -4.28801 0.0 0.0 0.0 0.00
C -0.12657 3.09330 -5.61330 0.0 0.0 0.0 0.00
C 1.20354 2.90122 -5.96490 0.0 0.0 0.0 0.00
C 2.13060 2.57855 -4.98572 0.0 0.0 0.0 0.00
C 1.72816 2.45409 -3.66121 0.0 0.0 0.0 0.00
C 1.33899 2.59585 -0.38756 0.1 0.1 0.0 0.00
C 2.25684 3.64635 -0.49957 0.0 0.0 -0.1 0.00
C 3.36216 3.73504 0.33142 0.0 0.0 0.0 0.00
C 3.58063 2.76798 1.30727 0.0 0.0 0.0 0.00
C 2.68062 1.72494 1.45309 0.0 0.1 -0.1 0.00
C 1.57807 1.66148 0.61317 -0.1 -0.1 0.0 -0.01
H -0.24538 5.26484 -2.48001 0.0 0.0 0.0 0.00
H -1.49424 7.26582 -1.80267 0.0 0.0 0.0 0.00
H -3.22468 7.11431 -0.03707 0.0 0.0 0.0 0.00
H -3.68191 4.93390 1.04659 0.0 0.0 0.0 0.00
H -2.41515 2.93478 0.38896 0.0 0.0 0.0 0.00
H -1.55921 3.12762 -4.03172 0.0 0.0 0.0 0.00
H -0.85893 3.33926 -6.37341 0.0 0.0 0.0 0.00
H 1.51404 3.00316 -6.99822 0.0 0.0 0.0 0.00
H 3.16875 2.41824 -5.25187 0.0 0.0 0.0 0.00
H 2.46535 2.19194 -2.91034 0.0 0.0 0.0 0.00
H 2.10664 4.41105 -1.25621 0.0 0.0 0.0 0.00
H 4.05974 4.55720 0.22003 0.0 0.0 0.0 0.00
H 4.45001 2.83225 1.95094 0.0 0.0 0.0 0.00
H 2.82596 0.95617 2.20034 0.0 0.0 0.0 0.00
H 0.87711 0.85242 0.79385 0.1 0.1 0.2 -0.01
```
Positions in Å, forces in eV/Å.

Charge: -1
Relative energy (zero: lowest compared OMol25 entry of this formula, charge and spin): 0.00 kcal per mole
Spin multiplicity: 2
HOMO level (alpha / beta): -3.5 / -3.0 eV
Frontier orbital gap (alpha / beta): 5.9 / 5.4 eV
LUMO (alpha / beta): 2.419 / 2.417 eV

Record 2
Density functional theory data (wB97M-V/def2-TZVPD) for a structure of composition C33H30F3N4O2PdTe at a distorted geometry.

Structure (XYZ):
```
74
Properties=species:S:1:pos:R:3:forces:R:3:mulliken_spin:R:1
Pd -0.51846 0.52282 -0.65583 -1.1 0.1 -0.2 1.62
C -3.15721 1.17458 -2.17506 0.0 0.1 0.1 -0.03
C -2.43977 2.03714 -3.19923 0.0 0.0 0.0 0.01
C -1.10898 1.51777 -3.66723 0.2 0.0 0.1 0.00
C -0.77865 1.54232 -5.01533 0.0 0.0 -0.2 0.02
C 0.46299 1.09673 -5.43747 0.0 0.0 0.0 -0.01
C 1.37644 0.63199 -4.49933 0.1 0.0 -0.2 0.02
C 1.00025 0.62989 -3.17885 -0.2 0.1 0.0 -0.01
N -0.21341 1.05321 -2.78993 0.1 0.0 0.1 0.29
N -2.63582 1.32010 -0.79755 0.0 -0.1 0.0 0.36
C -2.63564 2.72476 -0.30496 0.0 -0.1 -0.1 0.00
C -1.29187 3.41511 -0.32934 0.1 -0.2 0.0 -0.01
C -1.22684 4.79128 -0.22541 0.0 0.2 0.0 0.00
C 0.01125 5.41259 -0.20347 0.0 0.1 0.0 0.00
C 1.16227 4.64061 -0.29230 0.1 0.1 0.0 0.01
C 1.02876 3.27424 -0.39502 -0.3 -0.1 0.0 -0.03
N -0.17546 2.67604 -0.40585 0.3 0.1 0.0 0.26
C -3.30056 0.37884 0.13688 0.1 0.2 0.0 0.03
C -2.60508 0.45910 1.46390 0.2 0.0 0.1 -0.02
C -3.24164 0.26434 2.67041 0.0 0.0 0.2 0.01
C -2.52494 0.46131 3.84649 0.0 0.0 0.0 0.00
C -1.20561 0.88786 3.78447 0.0 0.0 0.1 0.02
C -0.62272 1.05556 2.54682 -0.1 0.0 -0.3 -0.04
N -1.30474 0.80420 1.42038 0.0 -0.1 -0.1 0.25
H -3.09933 0.12243 -2.44151 0.0 -0.1 0.0 0.01
H -4.21377 1.45643 -2.15601 -0.1 0.0 0.0 0.02
H -2.31095 3.06287 -2.84164 0.0 0.0 0.0 0.00
H -3.09250 2.10903 -4.06646 0.0 0.0 -0.1 0.00
H -1.50503 1.91434 -5.72802 0.0 0.0 0.0 0.00
H 0.71798 1.11117 -6.48939 0.0 0.0 0.0 0.00
H 2.35939 0.27936 -4.78193 0.0 0.0 0.0 0.00
H 1.67698 0.27948 -2.41226 0.1 0.0 0.1 0.02
H -3.00682 2.73653 0.71723 0.0 0.0 0.1 0.00
H -3.34647 3.30066 -0.89622 -0.1 0.0 0.0 0.00
H -2.13970 5.37326 -0.16104 0.1 0.0 0.0 0.00
H 0.07795 6.49055 -0.12325 0.0 0.0 0.0 0.00
H 2.14704 5.08953 -0.28895 -0.1 0.0 0.0 0.00
H 1.89403 2.63002 -0.47316 0.0 0.0 0.0 0.01
H -3.22940 -0.62041 -0.28250 0.0 -0.1 -0.1 0.00
H -4.35918 0.62526 0.23276 -0.1 0.1 0.0 0.01
H -4.28778 -0.01602 2.69020 0.0 0.0 0.0 0.00
H -3.00723 0.31380 4.80563 0.0 0.0 0.0 0.00
H -0.62999 1.09054 4.67896 0.0 0.0 -0.1 0.00
H 0.39706 1.40122 2.44208 0.0 0.0 0.0 0.01
F -1.10100 -4.47985 -2.18463 0.0 -0.1 0.0 0.00
C -0.41490 -3.36408 -2.34479 -0.2 0.2 0.1 0.03
F -0.72386 -2.80498 -3.51075 0.0 -0.1 0.0 0.00
F 0.89414 -3.62594 -2.33007 0.1 -0.1 -0.1 0.00
C -0.69158 -2.37433 -1.17488 -0.1 0.2 0.0 -0.03
O -0.21578 -2.64251 -0.06463 -0.2 -0.1 -0.2 0.11
O -1.30918 -1.29221 -1.46788 0.6 -0.1 0.3 0.20
Te 1.64526 -1.03966 0.51812 0.7 -0.5 0.4 0.75
C 1.34115 -1.28502 2.57153 -0.1 0.0 -0.2 0.07
C 2.19977 -0.60842 3.42615 0.0 0.0 0.2 -0.02
C 2.07530 -0.83915 4.79114 0.0 0.0 0.0 0.01
C 1.11576 -1.72820 5.26303 0.0 0.0 0.0 0.00
C 0.27168 -2.39271 4.38161 0.0 -0.1 0.0 0.00
C 0.37569 -2.17587 3.01285 -0.1 0.0 0.1 -0.01
C 2.92537 -2.71417 0.28167 -0.1 0.6 -0.2 0.10
C 4.24766 -2.41955 -0.01687 0.0 -0.1 -0.1 -0.04
C 5.14388 -3.47917 -0.06031 0.1 0.1 0.0 0.00
C 4.70316 -4.77050 0.18415 -0.1 0.0 0.1 0.01
C 3.36223 -5.02144 0.46629 0.0 -0.1 0.0 0.01
C 2.44184 -3.98499 0.52843 0.2 -0.2 0.0 0.01
H 2.96116 0.06995 3.05698 0.0 0.0 0.0 0.00
H 2.74257 -0.33705 5.48078 0.0 0.0 0.0 0.00
H 1.03671 -1.91636 6.32634 0.0 0.0 0.0 0.00
H -0.45885 -3.10045 4.75553 0.0 0.0 0.0 0.00
H -0.27631 -2.69466 2.32122 0.0 0.0 0.0 -0.02
H 4.59117 -1.41001 -0.20467 0.0 0.0 0.0 -0.01
H 6.18381 -3.28599 -0.28912 0.0 0.0 0.0 0.00
H 5.40899 -5.58898 0.16495 0.0 0.0 -0.1 0.00
H 3.02131 -6.03323 0.64171 0.0 0.0 0.0 0.00
H 1.40599 -4.18293 0.75443 0.0 0.0 0.0 -0.01
```
Positions in Å, forces in eV/Å.

Charge: +3
Relative energy (zero: lowest compared OMol25 entry of this formula, charge and spin): 45.87 kcal per mole
Spin multiplicity: 5
HOMO level (alpha / beta): -16.7 / -16.8 eV
Frontier orbital gap (alpha / beta): 8.5 / 4.1 eV
LUMO (alpha / beta): -8.246 / -12.665 eV

Record 3
Density functional theory data (wB97M-V/def2-TZVPD) for a cluster of 2 separate species, C33H30F6N2O3S in total at a distorted geometry.

Structure (XYZ):
```
75
Properties=species:S:1:pos:R:3:forces:R:3:lowdin_charge:R:1
C -3.95709 -0.42440 -5.41002 -0.6 0.0 0.6 -0.04
N -2.51836 -0.55410 -5.36677 0.2 -0.3 -1.1 -0.14
C -1.93987 -1.67894 -6.08239 0.1 1.0 0.0 -0.04
C -1.87128 -2.89315 -5.19697 -0.1 -0.9 1.3 -0.53
F -1.33201 -3.98034 -5.81286 -0.5 1.0 0.5 0.13
F -1.11941 -2.62573 -4.07573 -0.6 -0.4 -1.0 0.11
F -3.12398 -3.23239 -4.74114 1.2 0.0 -0.5 0.11
C -1.77377 0.22577 -4.51908 0.4 0.3 0.4 -0.21
C -0.62410 0.95314 -4.92827 -0.2 -0.3 0.0 0.02
C 0.06517 1.70852 -4.00741 0.1 0.1 0.3 0.02
C -0.26648 1.68605 -2.60923 0.5 -0.3 0.0 -0.17
C 0.46185 2.50413 -1.70494 -0.6 -0.3 -0.5 0.12
C 0.29218 2.65764 -0.29951 -0.1 0.5 1.2 -0.17
C 1.16541 3.53580 0.43019 -0.2 -0.4 -1.0 0.01
C 1.02387 3.73600 1.78300 -0.5 -0.2 1.0 0.02
C 0.05626 2.99912 2.52230 0.0 -0.5 -1.5 -0.22
N -0.18589 3.15746 3.87967 0.0 1.1 1.4 -0.17
C 0.34727 2.21069 4.83409 0.0 -0.5 -0.1 -0.05
C -1.15379 4.12533 4.38721 0.9 -0.2 -0.7 -0.05
C -2.57813 3.64310 4.38319 -1.3 -0.7 -0.4 -0.53
F -3.41628 4.51089 5.02789 0.8 -0.9 -0.6 0.12
F -3.04279 3.48813 3.09653 0.3 0.2 1.3 0.11
F -2.69172 2.41340 4.98484 -0.1 1.1 -0.4 0.10
C -0.71955 2.03838 1.85047 0.3 0.4 0.1 0.02
C -0.70134 1.99081 0.47640 0.2 -0.3 -0.2 0.02
C -1.32802 0.80911 -2.23390 -0.7 0.1 -0.3 0.03
C -2.16492 0.24685 -3.16738 0.4 0.2 0.3 0.03
H -4.24892 0.57036 -5.04649 0.1 -0.3 -0.2 0.10
H -4.28115 -0.53063 -6.45073 0.0 0.1 0.2 0.10
H -4.47060 -1.18115 -4.79737 0.0 0.2 -0.2 0.09
H -2.59076 -1.91616 -6.92887 0.4 0.0 -0.1 0.15
H -0.91682 -1.43110 -6.38845 -0.2 -0.2 -0.2 0.15
H -0.35671 0.94709 -5.98801 0.0 0.1 0.4 0.13
H 0.89400 2.34001 -4.33619 -0.3 -0.1 0.1 0.13
H 1.26424 3.09916 -2.15455 -0.3 -0.1 0.1 0.14
H 1.95339 4.05425 -0.12452 -0.3 -0.1 0.2 0.13
H 1.66993 4.43041 2.32915 -0.3 -0.2 -0.3 0.13
H 1.18797 1.67564 4.37560 -0.1 0.2 0.2 0.10
H 0.70673 2.76042 5.70899 0.0 -0.2 0.0 0.09
H -0.39709 1.46463 5.15630 0.2 0.1 0.0 0.08
H -0.89160 4.35067 5.42505 0.0 0.3 -0.2 0.14
H -1.13278 5.01208 3.74031 0.0 0.0 0.4 0.15
H -1.36471 1.38668 2.44841 0.0 0.5 -0.4 0.13
H -1.49190 1.42096 0.01244 0.3 0.3 0.3 0.09
H -1.51350 0.54010 -1.20506 0.0 0.1 -0.5 0.09
H -3.06571 -0.29732 -2.87506 0.5 0.0 0.0 0.13
C -0.43087 11.91277 -2.55404 0.0 -0.1 0.0 -0.10
C -1.70266 11.41755 -2.85780 0.2 -0.2 -0.1 -0.08
C -1.83899 10.15316 -3.43396 0.3 0.0 0.2 -0.06
C -0.70113 9.37350 -3.66337 0.1 0.3 -0.1 -0.28
S -0.88359 7.75805 -4.44111 -0.7 0.2 0.9 0.63
C -0.99184 6.64699 -3.12620 -0.9 -0.7 0.0 -0.17
C -1.76494 5.43697 -3.07202 1.2 1.9 -0.2 -0.49
O -1.85352 4.78126 -2.01266 -0.2 -0.8 0.0 -0.06
C -2.44389 4.97475 -4.33997 0.0 -0.6 0.4 -0.18
C -1.70571 4.82760 -5.51195 -0.2 -0.2 -0.5 -0.06
C -2.33315 4.41613 -6.69490 -0.4 0.0 0.5 -0.08
C -3.70676 4.12874 -6.67356 0.1 0.1 0.0 -0.11
C -4.44400 4.22292 -5.48395 0.5 0.0 0.2 -0.09
C -3.79390 4.61339 -4.30649 -0.1 0.1 -0.4 -0.03
O -2.14287 7.85681 -5.15763 0.3 -0.2 -0.3 -0.34
O 0.34629 7.56025 -5.17221 0.3 0.0 -0.6 -0.35
C 0.57456 9.88633 -3.41301 -0.3 0.1 0.2 -0.07
C 0.70772 11.15286 -2.83843 -0.3 -0.1 -0.1 -0.09
H -0.32601 12.90210 -2.10630 0.0 -0.3 -0.1 0.10
H -2.59529 12.00977 -2.66303 0.2 -0.1 0.0 0.10
H -2.81650 9.77441 -3.72040 0.2 0.0 0.1 0.11
H -0.60713 7.03928 -2.18874 0.1 -0.1 -0.2 0.07
H -0.63311 5.02768 -5.50006 -0.3 0.2 0.0 0.11
H -1.76140 4.36143 -7.62519 -0.2 -0.1 0.3 0.10
H -4.21177 3.83623 -7.59418 0.1 0.1 0.2 0.09
H -5.51845 4.01096 -5.46666 0.4 0.0 -0.1 0.10
H -4.33739 4.66642 -3.36131 0.2 0.1 -0.3 0.12
H 1.45279 9.30459 -3.67987 -0.2 0.0 0.1 0.11
H 1.70391 11.53958 -2.62879 -0.2 0.0 0.0 0.10
```
Positions in Å, forces in eV/Å.

Charge: 0
HOMO level: -6.3 eV
Frontier orbital gap: 3.4 eV
LUMO: -2.888 eV

no.,electronic energy (Ha)
1,-3859.2486
2,-2339.4764
3,-2607.9815